{
  "formula": "C48H34F15GeHfPSSb2Se2Te2",
  "method": "wB97M-V/def2-TZVPD",
  "homo_lumo_gap_ev": 7.03,
  "e_homo_ha": -0.2825,
  "de_lowest_kcal_mol": 30.3,
  "e_tot_ha": -12031.40323,
  "species": ["Hf", "C", "C", "C", "C", "C", "C", "P", "C", "C", "C", "C", "C", "C", "C", "C", "C", "C", "C", "C", "H", "H", "H", "H", "H", "H", "H", "H", "H", "H", "H", "H", "H", "H", "Se", "Te", "Te", "Se", "C", "Sb", "C", "C", "C", "C", "C", "C", "C", "C", "C", "Sb", "C", "C", "H", "H", "H", "H", "H", "H", "H", "H", "H", "H", "H", "H", "H", "H", "H", "H", "H", "H", "H", "H", "F", "C", "C", "C", "F", "C", "F", "C", "F", "C", "F", "Ge", "S", "C", "C", "F", "C", "F", "C", "F", "C", "F", "C", "F", "C", "C", "F", "C", "F", "C", "F", "C", "F", "C", "F"],
  "coordinates": [[1.09078, -0.23096, 1.05268], [-5.22953, 3.34896, 3.47745], [-5.30940, 1.97878, 3.66876], [-4.24927, 1.15962, 3.31093], [-3.09905, 1.70797, 2.75108], [-3.03474, 3.08457, 2.54884], [-4.08741, 3.90338, 2.91505], [-1.65463, 0.69743, 2.29834], [-2.25491, -1.02319, 2.35482], [-2.56475, -1.64524, 1.14757], [-2.97510, -2.97029, 1.12017], [-3.08034, -3.68152, 2.30498], [-2.77335, -3.07092, 3.51461], [-2.35850, -1.75030, 3.54117], [-0.46691, 0.81725, 3.64907], [-0.75859, 1.27034, 4.92930], [0.26793, 1.40168, 5.85151], [1.56387, 1.07958, 5.47410], [1.83511, 0.61894, 4.19073], [0.83204, 0.47216, 3.22219], [-6.05738, 3.98361, 3.75975], [-6.20017, 1.54213, 4.09871], [-4.32496, 0.09132, 3.46267], [-2.15450, 3.51964, 2.08835], [-4.02101, 4.96985, 2.75203], [-2.46340, -1.10115, 0.21196], [-3.19394, -3.44578, 0.17437], [-3.38662, -4.71731, 2.28752], [-2.84193, -3.63313, 4.43661], [-2.08297, -1.28596, 4.48098], [-1.77340, 1.53657, 5.19925], [0.06145, 1.75948, 6.85024], [2.37365, 1.19620, 6.18160], [2.86607, 0.39090, 3.92599], [0.72823, -2.74635, 1.65684], [2.90331, -2.70486, 2.91400], [4.51303, -1.78240, 0.96857], [3.63226, 0.57948, 0.95845], [-1.51984, 0.36546, -3.00580], [-0.81202, 1.36911, -1.26346], [-2.71460, 2.20245, -0.74890], [0.00394, 3.11110, -2.29532], [-0.63864, 4.36556, -1.81857], [-1.82290, 4.78673, -2.41945], [-2.53671, 5.86890, -1.93926], [-2.06538, 6.55982, -0.83382], [-0.86971, 6.17779, -0.25222], [-0.13453, 5.09806, -0.73368], [1.17894, 4.78191, -0.10340], [1.24104, 3.17011, 1.34209], [0.32383, 4.22893, 2.95483], [3.21524, 3.70905, 1.96507], [-2.05632, 1.08981, -3.61913], [-2.19190, -0.44072, -2.72245], [-0.68070, -0.05158, -3.55626], [-3.23507, 2.46591, -1.66522], [-2.60264, 3.09545, -0.14400], [-3.30103, 1.47145, -0.19680], [-0.22024, 2.93171, -3.34733], [1.08466, 3.09682, -2.17117], [-2.19527, 4.23758, -3.27554], [-3.45406, 6.17016, -2.42506], [-2.61146, 7.40600, -0.44206], [-0.47708, 6.74254, 0.58374], [1.54141, 5.64453, 0.45801], [1.93628, 4.53255, -0.84603], [0.94387, 5.10448, 3.14155], [0.30494, 3.59335, 3.83782], [-0.68667, 4.55000, 2.72170], [3.20587, 4.78005, 2.17078], [3.94884, 3.49170, 1.19269], [3.47718, 3.16135, 2.86698], [-1.33623, -2.74862, -1.94504], [-0.95556, -3.78443, -2.70398], [0.37348, -3.97208, -3.02831], [0.67109, -5.12182, -3.73438], [1.95604, -5.40432, -4.00655], [-0.28888, -6.02751, -4.15428], [0.04815, -7.11500, -4.84298], [-1.61969, -5.79068, -3.83623], [-2.56156, -6.64654, -4.21533], [-1.95320, -4.66553, -3.10009], [-3.22426, -4.44718, -2.75580], [1.87370, -2.86852, -2.39069], [1.23024, -1.01179, -1.44165], [2.88852, -2.18477, -3.93657], [2.50693, -2.31645, -5.25900], [1.41497, -3.02196, -5.59381], [3.18967, -1.70913, -6.30492], [2.78340, -1.87175, -7.56288], [4.29125, -0.91391, -6.03084], [4.95225, -0.31928, -7.01765], [4.67764, -0.72052, -4.71353], [5.70845, 0.07339, -4.43360], [3.96691, -1.34420, -3.70127], [4.33462, -1.06868, -2.44724], [2.84454, -4.21779, -1.33612], [2.10732, -5.03128, -0.49118], [0.76617, -4.95294, -0.48647], [2.68515, -5.96648, 0.35603], [1.93224, -6.70565, 1.16766], [4.06133, -6.13227, 0.34152], [4.63863, -7.01808, 1.14315], [4.82767, -5.38166, -0.53906], [6.14811, -5.55453, -0.58439], [4.20881, -4.45155, -1.36073], [5.00186, -3.77505, -2.19536]],
  "atomic_forces_ev_per_a": [[0.2, 0.7, -0.8], [0.0, 0.0, 0.0], [0.0, 0.0, 0.0], [0.0, 0.0, 0.0], [0.0, 0.0, 0.0], [0.1, 0.0, -0.1], [-0.1, 0.0, 0.0], [0.3, -0.5, -0.2], [-0.1, 0.0, 0.2], [0.0, 0.0, -0.1], [0.0, 0.0, 0.0], [0.0, 0.0, 0.0], [0.0, 0.0, 0.0], [0.0, 0.1, -0.1], [-0.1, 0.1, 0.0], [0.0, 0.0, 0.0], [0.0, 0.0, 0.0], [0.0, 0.0, 0.0], [0.2, 0.0, -0.1], [-0.1, 0.1, 0.4], [0.0, 0.0, 0.0], [0.0, 0.0, 0.0], [0.0, 0.0, 0.0], [-0.1, -0.1, 0.0], [0.0, 0.1, 0.0], [0.0, 0.0, 0.0], [0.0, 0.0, 0.0], [0.0, -0.1, 0.0], [0.0, 0.0, 0.0], [0.0, 0.0, 0.0], [-0.1, 0.0, 0.0], [0.0, 0.0, 0.1], [0.0, 0.0, 0.0], [-0.1, 0.0, 0.1], [-0.1, 0.1, 0.2], [0.0, 0.0, 0.1], [0.0, 0.0, -0.1], [-0.4, 0.0, 0.1], [0.0, 0.1, 0.0], [0.1, -0.1, 0.2], [0.1, -0.1, 0.0], [0.1, -0.1, -0.1], [-0.1, 0.0, 0.1], [0.0, 0.0, 0.0], [0.0, 0.0, 0.0], [0.0, 0.0, 0.0], [0.0, 0.0, 0.0], [0.0, 0.0, 0.0], [0.1, 0.0, 0.1], [0.2, -0.1, 0.0], [0.0, 0.0, 0.0], [0.0, 0.1, 0.0], [0.0, 0.0, 0.0], [0.0, 0.0, 0.0], [0.0, 0.0, 0.0], [-0.1, 0.0, -0.1], [0.0, 0.1, 0.1], [0.0, -0.1, 0.0], [0.0, 0.0, 0.0], [0.0, 0.0, 0.0], [0.0, 0.0, 0.0], [0.0, 0.0, 0.0], [0.0, 0.0, 0.0], [0.0, 0.0, 0.1], [0.0, 0.0, 0.0], [0.0, 0.0, 0.0], [0.0, 0.0, 0.0], [0.0, 0.0, 0.0], [0.1, 0.1, 0.0], [0.0, 0.0, 0.0], [0.0, 0.0, 0.0], [0.0, 0.0, 0.0], [-0.1, 0.0, 0.0], [-0.2, 0.0, 0.0], [-0.1, 0.0, -0.1], [-0.1, -0.2, 0.0], [0.0, 0.0, -0.2], [0.0, 0.2, 0.1], [0.0, -0.1, 0.0], [0.2, 0.1, 0.1], [0.0, 0.0, 0.0], [0.2, 0.0, 0.0], [0.0, 0.0, 0.0], [0.0, 0.1, 0.1], [0.1, -0.3, -0.2], [0.0, 0.1, 0.0], [0.0, 0.0, -0.2], [0.1, 0.0, 0.0], [0.1, 0.0, 0.2], [0.0, 0.0, -0.1], [-0.2, -0.1, 0.1], [0.0, 0.0, 0.0], [-0.1, -0.1, 0.0], [0.1, 0.0, 0.0], [0.1, 0.1, -0.1], [0.1, -0.1, 0.1], [0.1, -0.1, 0.0], [-0.1, -0.1, 0.1], [0.1, -0.1, 0.1], [0.0, 0.1, -0.1], [0.0, 0.0, 0.0], [-0.1, 0.2, -0.2], [0.0, 0.0, 0.0], [-0.2, 0.0, 0.0], [0.0, 0.0, 0.0], [0.1, -0.1, 0.1], [0.0, 0.2, -0.1]],
  "mulliken_charge": [1.136, -0.743, -0.664, -0.739, 0.150, 0.732, -0.764, 1.790, 0.344, -0.006, -0.335, -0.672, -0.744, -0.518, 0.345, -0.631, -0.699, -0.968, -0.463, 0.443, 0.374, 0.437, 0.330, -0.356, 0.481, -0.060, 0.470, 0.411, 0.427, 0.385, 0.481, 0.427, 0.400, 0.481, -0.240, -0.387, -0.084, -0.092, -1.535, 0.947, -1.436, -1.654, 0.670, -0.598, -0.643, -0.899, -0.560, 1.000, -1.775, 0.117, -1.204, -1.462, 0.574, 0.408, 0.356, 0.674, 0.100, 0.584, 0.747, 0.447, 0.436, 0.425, 0.432, 0.393, 0.750, 0.579, 0.661, 0.274, 0.330, 0.503, 0.434, 0.374, 0.157, -0.479, -0.387, 0.974, -0.365, 0.275, -0.313, 0.714, -0.308, -0.136, -0.335, 0.407, -1.038, -0.227, 0.577, -0.285, 0.010, -0.295, 0.739, -0.307, -0.215, -0.296, 0.126, -0.163, 0.408, -0.200, -0.434, 0.188, -0.320, 0.795, -0.318, 0.215, -0.328, 0.150, -0.315]
}